Entry 1:
Computed, not measured: a molecular structure, C31H31BrN4O3Sr, with ωB97M-V/def2-TZVPD.

Structure (XYZ):
```
71
Properties=species:S:1:pos:R:3:forces:R:3
Sr 0.3339 0.8075 0.4073 -0.468 0.391 -0.121
Br 2.9483 -0.9953 7.7813 0.036 -0.019 0.058
C 2.1131 -0.4312 6.1766 0.025 -0.050 -0.100
C 1.1317 0.5723 6.2234 -0.074 0.099 0.025
C 0.4979 0.9805 5.0844 0.096 -0.084 -0.148
C 0.8060 0.4175 3.8016 -0.078 -0.147 -0.071
O 0.1540 0.7581 2.7653 0.220 -0.047 0.300
C 1.8436 -0.5789 3.7779 -0.160 0.142 0.084
C 2.2754 -1.2614 2.6016 -0.014 -0.114 0.010
N 2.0005 -1.0131 1.3621 0.028 0.058 -0.163
C 2.6026 -1.8551 0.4066 0.033 0.040 0.020
C 3.8899 -2.3260 0.5159 -0.045 -0.032 -0.085
C 4.4316 -3.2140 -0.4364 0.072 0.034 0.073
C 3.6916 -3.6348 -1.4978 0.005 -0.054 -0.080
C 2.3762 -3.1455 -1.6725 -0.061 -0.014 -0.070
C 1.5526 -3.5564 -2.7448 -0.067 0.066 0.030
C 0.2938 -3.0409 -2.8630 0.074 -0.030 -0.007
C -0.1228 -2.0732 -1.9309 0.045 0.008 -0.024
N 0.6071 -1.6644 -0.9219 -0.131 -0.065 0.028
C 1.8370 -2.2188 -0.7518 0.182 -0.019 0.186
C 2.4513 -0.9971 4.9830 -0.010 0.037 0.066
H 0.8762 1.0180 7.1764 -0.004 -0.002 -0.001
H -0.2638 1.7486 5.1140 -0.014 -0.004 0.011
H 2.9062 -2.1288 2.8201 0.060 -0.020 -0.032
H 4.5065 -2.0074 1.3449 -0.005 0.029 0.031
H 5.4473 -3.5652 -0.3064 -0.008 0.003 -0.007
H 4.0939 -4.3319 -2.2223 -0.002 -0.002 0.009
H 1.9333 -4.2785 -3.4569 -0.001 -0.006 -0.004
H -0.3724 -3.3339 -3.6623 0.014 -0.010 -0.009
H -1.0907 -1.6007 -2.0570 0.009 0.003 0.027
H 3.2038 -1.7763 4.9472 0.004 0.002 0.009
C 1.3725 3.4822 0.2031 0.002 -0.035 0.025
C 0.5703 3.4887 1.3670 0.145 -0.011 -0.026
C -0.7734 3.5498 0.9656 -0.035 -0.046 0.226
C -0.8085 3.5990 -0.4406 0.076 -0.132 -0.247
C 0.5169 3.5529 -0.9182 -0.004 -0.036 0.155
H 2.4544 3.4757 0.1808 0.004 0.025 -0.016
H 0.9252 3.4301 2.3853 -0.004 0.033 -0.010
H -1.6291 3.6076 1.6257 0.024 -0.010 -0.009
H -1.6974 3.7538 -1.0407 -0.006 -0.049 -0.007
H 0.8290 3.5999 -1.9513 -0.003 0.018 -0.027
C -1.8822 -2.8227 1.2367 0.052 -0.051 0.012
C -2.5971 -1.6378 0.6257 -0.022 0.007 0.107
O -1.9745 -0.4303 1.0606 -0.037 0.262 -0.259
C -2.8600 0.5122 1.6829 0.098 -0.149 0.087
C -3.7106 1.2578 0.6816 -0.139 0.113 -0.092
H -2.2960 -3.7561 0.8516 -0.017 -0.018 0.003
H -1.9934 -2.8123 2.3212 0.000 0.003 0.001
H -0.8169 -2.7950 1.0060 -0.031 0.038 -0.023
H -3.6470 -1.6326 0.9328 -0.004 0.008 -0.012
H -2.5862 -1.6807 -0.4669 0.030 0.000 0.005
H -2.2123 1.1869 2.2425 -0.007 0.000 -0.006
H -3.4853 -0.0263 2.4009 -0.004 -0.006 0.047
H -3.0885 1.8635 0.0211 0.068 -0.025 -0.034
H -4.3844 1.9437 1.1994 0.007 -0.034 0.029
H -4.3236 0.5825 0.0796 0.036 -0.005 0.020
N -3.5661 2.8582 -3.8226 0.060 -0.163 0.134
C -2.8880 2.0612 -4.6947 0.286 0.510 -0.217
O -3.2855 1.8292 -5.8177 -0.124 -0.224 0.023
C -1.5566 1.5476 -4.2231 -0.162 -0.089 0.144
C -0.5905 1.2162 -5.1634 0.040 -0.028 0.047
C 0.6334 0.7519 -4.7143 -0.045 0.059 -0.057
C 0.8335 0.6215 -3.3494 0.109 -0.053 0.074
N -0.0904 0.9113 -2.4358 -0.051 -0.049 -0.124
C -1.2592 1.3707 -2.8790 0.007 -0.023 -0.002
H -4.3969 3.3065 -4.1703 -0.002 0.002 -0.022
H -3.0941 3.2828 -3.0417 -0.041 -0.031 -0.013
H -0.8149 1.3295 -6.2156 -0.009 0.002 -0.002
H 1.4268 0.4944 -5.4016 -0.004 0.005 -0.014
H 1.7849 0.2572 -2.9734 -0.021 -0.018 0.012
H -1.9937 1.5955 -2.1155 -0.035 0.010 0.023
```
Forces are in eV/Å.

Calculated values
Charge: 0
2S+1: 1
Gap between HOMO and LUMO: 0.2365 hartree

=====

Entry 2:
Computed, not measured: a molecular structure, C10H14N2S, with ωB97M-V/def2-TZVPD.

Structure (XYZ):
```
27
Properties=species:S:1:pos:R:3:forces:R:3
C -1.9953 1.2959 1.4551 -3.513 1.728 -1.121
C 1.1306 -1.3493 2.1824 1.482 -0.363 0.863
C 0.9187 -0.3755 3.0600 -2.277 0.179 -0.272
C 0.1461 -1.6928 1.1858 -2.174 0.019 -1.175
C -0.3767 0.4855 3.0801 1.169 -1.528 -0.726
C -0.6971 0.8199 1.6027 0.444 -4.017 0.695
C 0.1099 -3.1011 0.5470 1.437 0.780 0.164
C -0.5188 1.5823 -3.2637 1.894 -3.152 -1.239
C 0.0989 1.2390 -1.9364 -0.403 -3.223 1.865
C -0.2090 2.2804 -0.8932 -0.653 1.294 2.160
N -3.0264 1.7995 1.2493 1.555 -0.947 0.474
N -0.8955 -0.9831 0.9021 1.504 2.499 0.714
S 0.5228 1.7863 0.7960 0.261 0.708 -1.124
H 1.9885 -2.0321 2.3447 -0.523 0.543 -0.324
H 1.4635 -0.2427 3.9435 1.339 -0.007 0.860
H -1.1951 -0.1824 3.5345 0.945 1.225 -0.699
H -0.1297 1.3476 3.7082 -0.614 0.080 -0.232
H -0.9018 -3.1790 0.1057 0.935 -0.433 -0.093
H 0.2970 -3.7929 1.3631 -0.500 -0.397 0.143
H 1.0316 -3.3040 -0.1196 -1.738 0.640 0.489
H -0.8050 2.5527 -3.1190 -0.552 2.839 -0.965
H 0.2116 1.3045 -4.1015 -1.002 1.188 0.963
H -1.3939 1.0020 -3.5004 -0.500 -0.242 0.234
H 1.1650 1.0193 -1.9312 0.354 0.817 -0.430
H -0.1874 0.1792 -1.5155 -0.302 1.917 -0.763
H 0.2452 3.2802 -1.0882 0.312 -0.826 0.019
H -1.2810 2.6388 -0.6939 1.121 -1.321 -0.484
```
Forces are in eV/Å.

Calculated values
Charge: 0
2S+1: 1
Gap between HOMO and LUMO: 0.3278 hartree

=====

Entry 3:
Computed, not measured: a molecular structure, FFeH12O6, with ωB97M-V/def2-TZVPD.

Structure (XYZ):
```
20
Properties=species:S:1:pos:R:3:forces:R:3
Fe -1.9790 0.5650 3.0022 1.114 0.011 -0.818
F -0.6581 0.3076 0.3600 -0.568 0.144 1.054
O 1.0492 1.7379 4.0571 -0.846 -0.198 -0.183
H 1.5439 2.3020 3.4628 0.228 0.187 -0.317
H 1.6922 1.4488 4.7045 0.157 -0.185 0.252
O -3.2815 -0.6003 -3.7335 0.061 0.143 -0.080
H -4.0497 -0.5078 -3.1699 -0.282 0.022 0.038
H -2.6061 -0.9637 -3.1609 0.214 -0.202 0.008
O 3.2996 1.5400 0.8393 -0.109 0.001 0.378
H 2.4951 1.1262 0.5265 -0.151 -0.162 -0.131
H 3.6060 2.0608 0.0969 0.182 0.183 -0.194
O 0.2979 -2.5522 -2.4280 -0.178 -0.193 0.200
H -0.0362 -1.7799 -1.9718 -0.064 0.201 0.080
H 1.1343 -2.2693 -2.7978 0.258 0.013 -0.210
O 0.9205 -4.5395 1.2267 -0.053 0.152 0.351
H 0.4159 -5.1645 0.7061 -0.092 -0.228 -0.152
H 1.0933 -3.8129 0.6280 0.118 0.114 -0.257
O -1.5223 3.8921 -1.1000 0.086 0.011 -0.006
H -2.0231 4.2414 -0.3628 -0.162 0.270 0.098
H -1.3919 2.9684 -0.8854 0.086 -0.283 -0.110
```
Forces are in eV/Å.

Calculated values
Charge: +1
2S+1: 5
Gap between HOMO and LUMO (spin up / spin down): 0.2044 / 0.1606 hartree

=====

Entry 4:
Computed, not measured: a molecular structure, C32H27AlFI2N3O4, with ωB97M-V/def2-TZVPD.

Structure (XYZ):
```
70
Properties=species:S:1:pos:R:3:forces:R:3
Al 0.4751 0.0610 -1.6279 -0.283 2.085 0.093
C -7.0413 0.6761 5.0564 0.223 0.449 0.893
O -6.4595 -0.0911 6.1746 -0.554 0.387 -0.751
C -5.7370 -1.1894 5.8299 -0.441 -0.657 -1.075
C -6.1511 -2.0337 4.7446 1.841 0.812 1.495
C -5.2192 -2.8721 4.1734 1.347 0.817 0.171
C -3.8608 -2.8134 4.6134 -2.600 0.152 1.819
C -3.6133 -2.2243 5.9023 1.898 -1.661 -1.367
C -4.5263 -1.4590 6.5177 -2.458 0.939 0.405
N -2.8116 -2.9875 3.7744 -0.551 0.141 -2.628
N -3.1651 -2.9187 2.5167 0.670 0.154 3.014
C -2.0560 -2.5902 1.7752 1.742 -0.783 -0.498
C -0.7519 -2.7185 2.3192 -0.869 0.571 -0.974
C 0.3118 -2.0808 1.6978 0.280 0.409 -1.125
C 0.1104 -1.4087 0.4694 1.007 -0.332 0.411
O 1.0704 -0.6591 -0.1088 -1.031 -0.756 0.277
C -1.1422 -1.5371 -0.2114 0.557 1.033 0.734
N -1.2152 -0.8241 -1.3906 -3.237 -1.287 -0.118
C -2.4528 -0.7489 -1.9743 1.605 0.036 0.599
C -3.6232 -1.3625 -1.4561 1.261 -0.941 1.978
C -3.5393 -1.9559 -0.1776 2.900 1.274 -1.859
C -2.2647 -2.0448 0.4765 -0.406 -0.107 -0.315
H -7.5584 1.5415 5.5375 0.472 -0.811 -0.385
H -7.7556 0.1222 4.4464 -0.032 -0.191 0.349
H -6.2562 1.0518 4.3742 -0.117 -0.240 0.503
H -7.0693 -1.9002 4.2482 -1.091 0.145 -0.215
H -5.4364 -3.3247 3.2200 -0.052 -0.311 0.044
H -2.6223 -2.3075 6.3777 -0.426 -0.097 -0.553
H -4.3891 -1.0405 7.5119 0.224 0.238 -0.366
H -0.6446 -3.2326 3.2674 0.100 0.162 -0.243
H 1.3210 -2.0759 2.1236 -0.460 0.054 -0.130
H -2.4618 -0.0774 -2.8213 -0.281 -0.439 -0.284
H -4.5445 -1.4871 -1.9914 -0.156 0.653 -0.345
H -4.3389 -2.3352 0.3470 -1.914 -0.835 0.756
F -1.8258 5.7130 -0.7820 0.226 -0.717 -0.204
C -1.2638 4.4977 -1.0903 0.577 0.296 0.596
C -0.0885 4.1221 -0.3972 -0.624 -0.368 -1.152
C 0.4816 2.9127 -0.7929 -0.514 0.365 0.579
C -0.2220 1.9950 -1.5720 1.753 -1.676 -0.830
C -1.2992 2.4384 -2.3023 -1.875 0.641 0.044
C -1.8446 3.7207 -2.0867 1.013 0.113 0.685
H 0.3775 4.6836 0.4001 -0.159 0.472 -0.262
H 1.4877 2.6710 -0.4648 -0.152 -0.116 0.492
H -1.8886 1.8054 -2.9937 0.714 0.318 0.347
H -2.6625 4.1380 -2.6461 -0.259 -0.093 -0.117
I 4.9934 1.9314 0.3411 1.503 0.640 0.142
I 7.5972 3.0140 -0.0426 -1.582 -0.520 0.419
C 7.9818 0.0771 -2.4794 0.818 0.609 -0.412
C 6.5108 0.2405 -2.6600 -1.202 -0.246 -0.339
C 5.8833 1.4830 -2.8613 2.450 -0.228 0.352
C 4.5610 1.5762 -3.1132 -1.465 0.195 -0.927
C 3.9189 2.9295 -3.1965 0.617 0.639 0.580
C 3.8385 0.4141 -3.3711 -1.118 -1.139 0.474
C 4.3750 -0.8667 -3.1979 0.284 0.005 0.330
C 3.6224 -2.1577 -3.5569 0.416 -0.219 0.011
C 5.6913 -0.9089 -2.7408 0.231 0.613 -0.231
C 2.3584 0.4720 -3.6036 -0.363 1.116 -0.209
O 1.8362 1.2567 -4.3635 0.011 -0.438 -0.009
O 1.6410 -0.3393 -2.8149 0.158 0.011 -0.417
H 8.4046 0.4335 -1.5489 -0.290 0.061 0.491
H 8.5600 0.6440 -3.2348 -0.464 -0.221 0.086
H 8.2691 -0.9532 -2.5893 0.082 -0.500 -0.021
H 6.4483 2.4295 -2.7865 -0.135 -0.732 -0.043
H 3.3468 2.9849 -4.1049 -0.395 0.276 -0.185
H 4.7248 3.7101 -3.2246 -0.821 -0.577 0.186
H 3.2564 3.1060 -2.3132 0.405 0.007 -0.724
H 3.5400 -2.2155 -4.6502 0.455 -0.121 0.044
H 2.5658 -2.1799 -3.2724 0.578 0.006 0.483
H 4.1628 -3.0683 -3.1801 -0.512 0.916 -0.382
H 6.0797 -1.8618 -2.4427 0.472 -0.452 -0.188
```
Forces are in eV/Å.

Calculated values
Charge: 0
2S+1: 1
Gap between HOMO and LUMO: 0.1930 hartree

=====

Entry 5:
Computed, not measured: 2 unconnected molecules or ions with the total composition C5H16N3, with ωB97M-V/def2-TZVPD.

Structure (XYZ):
```
24
Properties=species:S:1:pos:R:3:forces:R:3
C 0.4826 -2.5756 -0.4575 0.172 0.187 0.003
C -0.6701 -1.6504 -0.6927 -0.349 -0.022 -0.129
C -0.8848 -1.0345 -1.8568 0.459 -0.145 0.426
N -1.5149 -1.4284 0.4263 0.449 0.078 -0.165
H 1.1708 -2.5185 -1.2982 -0.041 -0.201 -0.031
H 1.0495 -2.3086 0.4399 -0.112 0.008 0.084
H 0.1477 -3.6054 -0.3278 -0.001 -0.018 -0.035
H -1.7261 -0.3720 -1.9838 -0.153 0.009 -0.229
H -0.1887 -1.2067 -2.6636 -0.146 0.114 -0.186
H -1.5889 -2.2476 1.0141 -0.025 0.054 0.147
H -2.4365 -1.1262 0.1465 -0.152 -0.004 0.047
H -0.3321 0.3558 0.6392 0.015 -0.215 0.052
C 0.7633 1.2121 2.2036 -0.270 -0.027 0.149
N 0.5096 0.9387 0.7631 0.069 0.620 -0.079
C 0.3933 2.2542 -0.0365 0.452 -0.256 0.019
N 0.2373 2.0735 -1.4311 -0.484 0.200 0.378
H 0.7471 0.2727 2.7450 0.230 -0.029 0.063
H 1.7013 1.7470 2.3105 0.151 -0.193 -0.006
H -0.0223 1.8473 2.6060 -0.139 -0.029 -0.177
H 1.3029 0.4270 0.3707 -0.227 -0.149 0.056
H 1.3199 2.7791 0.2057 0.012 -0.039 0.015
H -0.4329 2.7855 0.4262 -0.095 0.124 -0.209
H 0.6997 1.2657 -1.8221 0.095 0.112 -0.102
H -0.7276 2.1151 -1.7267 0.090 -0.181 -0.091
```
Forces are in eV/Å.

Calculated values
Charge: +1
2S+1: 1
Gap between HOMO and LUMO: 0.3499 hartree

=====

Entry 6:
Computed, not measured: a molecular structure, C21H19ClFO3SiSn, with ωB97M-V/def2-TZVPD.

Structure (XYZ):
```
47
Properties=species:S:1:pos:R:3:forces:R:3
Sn -0.2871 0.1994 0.8782 0.124 -0.300 0.391
C 4.8084 -2.8219 3.0353 -0.074 0.001 -0.023
C 5.2236 -2.6292 1.7240 -0.059 0.007 -0.024
C 4.4834 -1.8214 0.8698 -0.059 0.029 0.023
C 3.3141 -1.1804 1.2955 -0.045 -0.134 0.059
C 2.9146 -1.3932 2.6213 0.105 -0.054 -0.058
C 3.6507 -2.1991 3.4847 0.001 0.026 -0.119
Si 2.3177 -0.0325 0.1421 0.378 -0.110 0.303
C 3.0815 1.6604 0.5438 -0.096 0.149 0.012
C 2.6910 2.3634 1.6901 0.087 0.013 -0.056
C 3.2605 3.5856 2.0241 0.026 -0.040 -0.064
C 4.2372 4.1419 1.2077 -0.017 -0.052 0.000
C 4.6359 3.4670 0.0614 -0.029 -0.026 -0.006
C 4.0612 2.2438 -0.2642 -0.026 0.033 0.027
H 5.3725 -3.4685 3.6965 0.014 0.027 0.008
H 6.1212 -3.1168 1.3625 -0.007 -0.009 0.004
H 4.8185 -1.6858 -0.1544 -0.017 -0.015 0.048
H 2.0087 -0.9243 2.9930 -0.019 0.006 -0.008
H 3.3158 -2.3462 4.5042 -0.008 -0.006 0.009
H 2.9257 -0.3372 -1.1916 -0.178 -0.034 -0.103
H 1.9274 1.9505 2.3424 0.001 -0.007 0.000
H 2.9396 4.1060 2.9186 -0.005 0.000 -0.001
H 4.6828 5.0957 1.4630 0.001 0.000 -0.004
H 5.3959 3.8938 -0.5836 -0.013 0.003 0.017
H 4.3804 1.7304 -1.1663 -0.011 0.022 0.046
C 1.2614 -6.0488 -3.3574 0.010 0.040 0.088
C 1.5765 -5.6449 -1.9436 0.037 -0.085 -0.094
C 2.2804 -6.4714 -1.0867 0.028 -0.065 0.034
C 2.5299 -6.0808 0.2223 0.009 -0.008 -0.018
Cl 3.4392 -7.1424 1.2783 -0.045 0.024 -0.046
C 2.0715 -4.8719 0.6968 0.034 0.053 0.014
C 1.3712 -4.0274 -0.1572 0.028 0.060 0.150
C 1.1348 -4.4038 -1.4690 -0.035 -0.041 0.035
O 0.4759 -3.6437 -2.3728 -0.065 0.094 -0.122
C -0.0455 -2.3990 -1.9387 -0.018 -0.055 0.113
C -1.1030 -2.5342 -0.8331 -0.097 0.187 -0.242
O -1.8334 -3.5053 -0.8268 0.083 0.101 0.165
O -1.1641 -1.5324 -0.0085 -0.118 -0.112 -0.051
H 1.6541 -7.0425 -3.5712 0.003 0.004 -0.004
H 1.6846 -5.3380 -4.0695 0.003 -0.014 -0.004
H 0.1819 -6.0496 -3.5190 0.014 -0.007 -0.009
H 2.6321 -7.4352 -1.4355 0.002 0.027 0.006
H 2.2553 -4.5759 1.7205 0.043 0.032 0.009
H 0.9997 -3.0869 0.2296 0.103 -0.027 -0.006
H -0.5347 -1.9850 -2.8182 -0.017 0.126 0.022
H 0.7457 -1.7171 -1.6219 0.112 -0.048 -0.028
F -0.5001 1.4948 -0.5859 -0.188 0.185 -0.493
```
Forces are in eV/Å.

Calculated values
Charge: -1
2S+1: 1
Gap between HOMO and LUMO: 0.2631 hartree